Entry 1:
Formula: C19H33AsCl5N2O3OsSi3
Source: the Open Molecules 2025 dataset
Level of theory: ωB97M-V/def2-TZVPD

Positions of all 67 atoms, in Å:
1 Os -1.764 -0.294 0.587
2 N -3.333 0.623 1.921
3 C -2.688 0.879 3.226
4 C -1.853 -0.349 3.562
5 O -1.725 -0.768 4.686
6 N -1.333 -0.966 2.441
7 C -1.304 -2.430 2.463
8 C -1.908 -2.878 1.112
9 O -1.489 -3.801 0.473
10 O -2.873 -2.036 0.723
11 H -4.025 -0.121 2.000
12 H -3.787 1.457 1.561
13 H -2.060 1.767 3.133
14 H -3.408 1.040 4.027
15 H -0.299 -2.834 2.562
16 H -1.906 -2.796 3.297
17 Cl -2.616 3.145 0.426
18 C -2.945 2.176 -0.985
19 C -2.616 0.820 -0.988
20 C -2.906 0.116 -2.161
21 Cl -2.412 -1.536 -2.254
22 C -3.506 0.706 -3.267
23 Cl -3.826 -0.209 -4.676
24 C -3.817 2.067 -3.224
25 Cl -4.538 2.822 -4.575
26 C -3.525 2.811 -2.080
27 Cl -3.882 4.486 -2.034
28 C 1.901 -3.401 0.533
29 Si 1.626 -2.301 -0.941
30 C 3.251 -1.817 -1.716
31 C 0.534 -3.113 -2.198
32 As 0.703 -0.190 -0.120
33 Si 1.947 0.349 1.888
34 C 1.319 2.031 2.404
35 C 1.742 -0.870 3.284
36 C 3.757 0.380 1.437
37 Si 1.145 1.549 -1.741
38 C 0.214 1.088 -3.287
39 C 0.626 3.173 -0.988
40 C 2.960 1.651 -2.160
41 H 2.266 -4.362 0.160
42 H 0.975 -3.608 1.063
43 H 2.655 -3.009 1.215
44 H 3.764 -2.746 -1.979
45 H 3.908 -1.251 -1.057
46 H 3.108 -1.257 -2.639
47 H 1.147 -3.854 -2.717
48 H 0.147 -2.424 -2.947
49 H -0.295 -3.631 -1.719
50 H 0.229 2.064 2.450
51 H 1.652 2.825 1.735
52 H 1.698 2.253 3.404
53 H 0.845 -0.709 3.874
54 H 2.600 -0.710 3.944
55 H 1.778 -1.911 2.970
56 H 3.987 0.858 0.491
57 H 4.174 -0.628 1.424
58 H 4.280 0.932 2.222
59 H -0.816 0.792 -3.105
60 H 0.720 0.269 -3.803
61 H 0.203 1.945 -3.965
62 H -0.092 3.084 -0.180
63 H 0.185 3.805 -1.760
64 H 1.506 3.690 -0.603
65 H 3.304 0.851 -2.811
66 H 3.621 1.716 -1.301
67 H 3.072 2.589 -2.712

The calculation puts the LUMO energy (spin up / spin down) at -0.12078 / -0.19981 Ha. Its total charge is +1. For the HOMO-LUMO gap (spin up / spin down), the calculation gives 8.55 / 6.56 eV. For the highest occupied orbital energy (spin up / spin down), the calculation gives -11.83 / -12.00 eV. Its energy relative to the best compared isomer or geometry (same formula, charge and spin) is 21.1 kcal per mole. Its spin multiplicity is 5. As for the expectation value of S²: 6.027.

Entry 2:
Formula: C19H33Br4CaCl4MgN2NaO13P3SSi
Source: the Open Molecules 2025 dataset
Level of theory: ωB97M-V/def2-TZVPD

Positions of all 83 atoms, in Å:
1 C 4.319 3.365 0.445
2 C 3.704 2.185 -0.298
3 P 1.920 1.802 0.012
4 C 1.329 2.728 1.472
5 Si 0.837 2.604 -1.792
6 C -0.893 3.222 -1.464
7 C -1.905 2.162 -1.126
8 C -1.873 1.856 0.326
9 C -2.295 3.064 1.035
10 O -2.776 4.054 0.528
11 O -2.200 3.111 2.488
12 C 0.933 1.396 -3.231
13 C 1.066 0.094 -2.678
14 C -0.026 -0.172 -1.583
15 O 0.185 -0.743 -3.015
16 P 1.991 4.508 -2.364
17 S 1.995 5.810 -0.810
18 H 5.072 3.035 1.114
19 H 3.617 3.952 0.989
20 H 4.793 4.028 -0.236
21 H 4.247 1.314 -0.035
22 H 3.888 2.314 -1.338
23 H 2.130 2.868 2.158
24 H 0.973 3.710 1.251
25 H 0.567 2.193 1.991
26 H -1.226 3.749 -2.331
27 H -0.843 3.947 -0.682
28 H -1.830 1.280 -1.711
29 H -2.873 2.565 -1.317
30 H -2.565 1.088 0.589
31 H -0.912 1.479 0.619
32 H -1.254 3.124 2.781
33 H 0.058 1.352 -3.839
34 H 1.818 1.565 -3.802
35 H 2.014 -0.277 -2.490
36 H -0.625 -1.040 -1.283
37 H 0.810 -0.516 -0.921
38 H 1.351 5.086 -3.455
39 H 3.270 4.179 -2.809
40 Ca -2.723 3.289 4.501
41 C -3.413 -3.245 1.039
42 C -4.577 -3.913 1.120
43 C -5.513 -4.020 -0.060
44 O -6.532 -4.656 0.090
45 C -5.141 -3.353 -1.298
46 C -3.980 -2.688 -1.364
47 C -3.042 -2.613 -0.190
48 O -1.982 -2.005 -0.330
49 O -3.574 -2.058 -2.458
50 O -4.967 -4.508 2.213
51 H -2.732 -3.162 1.877
52 H -5.826 -3.420 -2.139
53 H -2.710 -1.667 -2.254
54 H -5.830 -4.918 2.011
55 C -3.309 -7.959 0.530
56 Cl -1.902 -9.067 0.427
57 Cl -2.754 -6.329 0.166
58 Cl -4.517 -8.467 -0.644
59 Cl -4.003 -7.997 2.135
60 Br -0.791 -9.404 2.732
61 O -6.760 -3.939 -3.905
62 H -6.757 -3.452 -4.733
63 H -6.925 -4.850 -4.163
64 C 1.366 -1.456 3.050
65 O 0.219 -1.367 3.495
66 N 1.623 -1.878 1.770
67 N 2.464 -1.151 3.788
68 H 2.550 -1.963 1.400
69 H 0.836 -2.122 1.194
70 H 2.322 -0.851 4.734
71 H 3.405 -1.225 3.455
72 C 4.688 3.862 -6.088
73 Br 2.810 3.609 -5.726
74 Br 4.970 5.208 -7.411
75 Br 5.662 4.226 -4.471
76 H 5.060 2.932 -6.484
77 O 6.700 0.325 5.923
78 P 5.572 -0.666 6.241
79 O 5.030 -1.278 4.960
80 O 4.449 0.052 7.008
81 O 6.118 -1.820 7.075
82 Mg -0.200 6.403 0.311
83 Na 5.826 1.519 7.281

The calculation puts the LUMO energy at -0.22904 Ha. Its total charge is +1. For the HOMO-LUMO gap, the calculation gives 1.10 eV. For the highest occupied orbital energy, the calculation gives -7.33 eV.

Entry 3:
Formula: C19H33BrCsFN3NaO4P
Source: the Open Molecules 2025 dataset
Level of theory: ωB97M-V/def2-TZVPD

Positions of all 64 atoms, in Å:
1 C 2.948 -0.851 -0.209
2 C 2.582 -2.284 0.085
3 C 3.428 -3.261 -0.440
4 C 3.057 -4.651 -0.291
5 C 1.933 -4.987 0.402
6 C 1.132 -3.989 0.927
7 C 1.417 -2.665 0.777
8 C 0.543 -1.513 1.223
9 C -0.901 -1.827 1.626
10 C -1.449 -0.620 2.385
11 N -1.628 0.327 1.272
12 C -1.915 -0.411 0.226
13 N -2.335 0.090 -0.925
14 N -1.795 -1.797 0.419
15 P -3.452 -2.469 0.526
16 C -3.513 -3.514 2.014
17 C -3.589 -3.698 -0.808
18 H 4.025 -0.701 -0.115
19 H 2.439 -0.131 0.430
20 H 2.650 -0.656 -1.241
21 H 4.318 -2.997 -1.024
22 H 3.710 -5.363 -0.783
23 H 1.657 -6.029 0.493
24 H 0.212 -4.284 1.419
25 H 0.500 -0.834 0.373
26 H 1.031 -0.946 2.017
27 H -0.998 -2.768 2.162
28 H -0.816 -0.225 3.175
29 H -2.443 -0.808 2.799
30 H -0.727 1.128 1.131
31 H -2.333 -0.447 -1.773
32 H -2.610 1.060 -0.957
33 H -3.596 -2.919 2.920
34 H -2.712 -4.252 2.105
35 H -4.444 -4.075 1.903
36 H -4.619 -4.056 -0.761
37 H -3.419 -3.228 -1.774
38 H -2.932 -4.564 -0.690
39 C 4.369 5.270 -3.961
40 C 3.850 4.225 -3.022
41 C 2.366 3.944 -3.119
42 O 2.051 3.504 -1.795
43 C 2.946 4.067 -0.941
44 O 2.858 4.059 0.240
45 O 3.960 4.636 -1.643
46 H 4.138 4.993 -4.996
47 H 3.937 6.252 -3.721
48 H 5.453 5.346 -3.870
49 H 4.430 3.308 -3.148
50 H 2.121 3.169 -3.840
51 H 1.787 4.845 -3.337
52 C -5.107 1.987 3.667
53 C -5.496 2.065 2.203
54 O -4.396 2.445 1.380
55 H -4.717 2.946 4.008
56 H -5.962 1.716 4.287
57 H -4.322 1.240 3.819
58 H -6.264 2.820 2.048
59 H -5.894 1.101 1.864
60 H -3.707 1.783 1.494
61 F 5.595 4.429 -6.089
62 Na 5.533 6.854 -5.533
63 Br 0.844 2.009 1.372
64 Cs 4.269 -3.797 1.617

The calculation puts the LUMO energy at -0.11372 Ha. Its total charge is +1. For the HOMO-LUMO gap, the calculation gives 6.99 eV. For the highest occupied orbital energy, the calculation gives -10.08 eV. Its energy relative to the best compared isomer or geometry (same formula, charge and spin) is 0.0 kcal per mole.

Entry 4:
Formula: C19H33N3OS
Source: the Open Molecules 2025 dataset
Level of theory: ωB97M-V/def2-TZVPD

Positions of all 57 atoms, in Å:
1 C 3.939 4.569 1.734
2 C 3.436 3.242 1.169
3 C 3.266 3.352 -0.345
4 C 2.126 2.849 1.861
5 C 1.667 1.427 1.526
6 N 0.585 1.016 2.412
7 C 0.541 -0.410 2.692
8 C -0.057 -1.234 1.549
9 N -1.400 -0.744 1.292
10 C -2.163 -1.586 0.405
11 C -1.588 -1.795 -0.964
12 N -0.681 -1.086 -1.525
13 C -0.361 -1.527 -2.772
14 C -1.054 -2.619 -3.193
15 S -2.159 -3.135 -1.959
16 C -0.885 -3.284 -4.513
17 C -0.135 -2.341 -5.456
18 C 1.092 -1.751 -4.762
19 C 0.670 -0.843 -3.607
20 C -1.353 0.650 0.886
21 C -0.729 1.512 1.998
22 C -1.675 1.636 3.201
23 C -1.112 2.565 4.280
24 O 0.022 2.045 4.921
25 H 4.096 4.496 2.808
26 H 4.882 4.850 1.268
27 H 3.216 5.360 1.546
28 H 4.185 2.470 1.381
29 H 2.985 2.397 -0.780
30 H 4.198 3.672 -0.806
31 H 2.497 4.083 -0.587
32 H 2.265 2.911 2.943
33 H 1.353 3.569 1.586
34 H 1.382 1.361 0.467
35 H 2.508 0.749 1.687
36 H -0.070 -0.560 3.585
37 H 1.553 -0.756 2.913
38 H 0.582 -1.158 0.655
39 H -0.117 -2.284 1.846
40 H -3.164 -1.149 0.300
41 H -2.282 -2.566 0.881
42 H -1.858 -3.553 -4.931
43 H -0.318 -4.213 -4.383
44 H 0.166 -2.886 -6.353
45 H -0.799 -1.529 -5.760
46 H 1.689 -1.182 -5.476
47 H 1.710 -2.565 -4.377
48 H 1.527 -0.579 -2.984
49 H 0.249 0.090 -3.996
50 H -0.775 0.771 -0.043
51 H -2.374 0.991 0.699
52 H -0.580 2.519 1.593
53 H -2.624 2.045 2.852
54 H -1.869 0.652 3.626
55 H -0.876 3.541 3.824
56 H -1.860 2.727 5.062
57 H 0.601 1.712 4.212

The SMILES is CC(C)CCN1CCN(Cc2nc3c(s2)CCCC3)C[C@H]1CCO. The calculation puts the LUMO energy at 0.02489 Ha. For the HOMO-LUMO gap, the calculation gives 8.74 eV. For the highest occupied orbital energy, the calculation gives -8.06 eV. Its energy relative to the best compared isomer or geometry (same formula, charge and spin) is 0.0 kcal per mole.

Entry 5:
Formula: C19H33NO2
Source: the Open Molecules 2025 dataset
Level of theory: ωB97M-V/def2-TZVPD

Positions of all 55 atoms, in Å:
1 C -2.841 -2.378 -0.322
2 H -2.540 -2.074 -1.429
3 H -1.831 -2.755 -0.046
4 H -3.624 -3.162 -0.450
5 C -3.288 -1.394 0.342
6 C -3.344 -1.825 1.988
7 H -3.974 -2.772 2.188
8 H -3.707 -0.984 2.511
9 H -2.321 -1.944 2.138
10 C -4.683 -0.718 0.145
11 H -5.581 -1.095 0.572
12 C -4.765 0.861 0.574
13 H -4.474 0.663 1.635
14 H -5.517 1.436 0.441
15 C -3.435 1.104 -0.278
16 H -3.130 2.108 0.083
17 C -3.864 0.623 -1.517
18 H -3.113 0.485 -2.154
19 H -4.322 1.744 -2.064
20 C -4.885 -0.358 -1.231
21 H -4.656 -1.272 -2.052
22 H -6.003 -0.029 -1.422
23 C -2.435 0.179 0.423
24 C -1.195 -0.038 -0.247
25 H -1.298 -0.092 -1.725
26 H -0.478 -0.903 -0.028
27 C -0.243 0.965 -0.298
28 O 0.169 1.526 1.007
29 C 1.294 1.998 1.121
30 H 1.277 3.057 1.322
31 H 2.050 1.669 1.683
32 C 1.862 1.817 -0.560
33 C 3.339 1.291 -0.504
34 N 3.514 0.093 0.443
35 C 2.949 -1.144 0.120
36 C 3.857 -1.641 -0.881
37 C 5.284 -1.974 -0.608
38 C 5.821 -0.581 0.156
39 C 4.893 0.136 0.925
40 H 5.178 1.215 1.248
41 H 4.975 -0.576 1.990
42 H 5.737 0.074 -0.782
43 H 6.733 -0.730 0.328
44 H 5.819 -2.613 -1.171
45 H 5.175 -2.539 0.392
46 H 3.954 -1.373 -1.883
47 H 3.455 -2.936 -1.039
48 H 2.103 -1.070 -0.220
49 H 2.955 -1.571 0.936
50 H 3.314 0.973 -1.511
51 H 4.037 2.116 -0.388
52 H 1.907 2.847 -1.024
53 O 1.124 1.043 -1.123
54 H -0.717 1.967 -0.577
55 H -2.006 0.305 1.488

The calculation puts the LUMO energy at 0.02411 Ha. For the HOMO-LUMO gap, the calculation gives 8.32 eV. For the highest occupied orbital energy, the calculation gives -7.67 eV. Its energy relative to the best compared isomer or geometry (same formula, charge and spin) is 444.9 kcal per mole.

Entry 6:
Formula: C19H34B2Br21O6
Source: the Open Molecules 2025 dataset
Level of theory: ωB97M-V/def2-TZVPD

Positions of all 82 atoms, in Å:
1 C 1.949 -1.767 -0.793
2 C 0.403 -1.795 -0.578
3 C -0.287 -3.014 -1.317
4 C 0.147 -1.858 0.981
5 C 0.428 -0.492 1.679
6 C -0.834 0.418 1.846
7 O -2.096 -0.202 1.774
8 B -2.930 0.194 0.575
9 C -4.345 0.724 1.233
10 C -5.592 -0.115 0.837
11 O -6.084 0.301 -0.447
12 B -3.026 -0.934 -0.692
13 O -2.710 -0.543 -2.040
14 O -3.423 -2.305 -0.453
15 O -2.098 1.297 -0.038
16 C -1.050 1.618 0.837
17 C 0.165 2.379 0.239
18 C 0.647 1.857 -1.142
19 C -0.369 2.075 -2.293
20 O 0.186 2.969 -3.282
21 H 2.499 -1.446 0.110
22 H 2.290 -2.805 -1.004
23 H 2.235 -1.166 -1.675
24 H -0.120 -0.882 -0.922
25 H -0.935 -3.515 -0.583
26 H -0.854 -2.602 -2.172
27 H 0.501 -3.664 -1.735
28 H -0.891 -2.207 1.115
29 H 0.825 -2.642 1.377
30 H 1.294 0.038 1.226
31 H 0.768 -0.752 2.707
32 H -0.739 0.859 2.863
33 H -4.271 0.666 2.347
34 H -4.563 1.799 1.024
35 H -5.433 -1.209 0.903
36 H -6.408 0.113 1.570
37 H -6.057 -0.453 -1.031
38 H -1.784 -0.682 -2.226
39 H -2.732 -2.724 0.056
40 H -1.523 2.402 1.490
41 H 1.016 2.233 0.946
42 H -0.015 3.472 0.245
43 H 1.007 0.813 -1.083
44 H 1.552 2.453 -1.410
45 H -0.534 1.095 -2.798
46 H -1.332 2.493 -1.954
47 H -0.473 3.048 -3.969
48 C -2.720 0.042 -4.826
49 Br -4.427 -0.081 -3.930
50 Br -1.538 1.283 -3.930
51 Br -1.912 -1.707 -5.033
52 H -2.898 0.435 -5.818
53 C 2.302 -0.662 -4.712
54 Br 2.457 1.265 -4.805
55 Br 1.119 -1.236 -3.295
56 Br 1.809 -1.421 -6.424
57 H 3.285 -1.044 -4.470
58 C 4.209 1.443 4.941
59 Br 4.319 0.076 6.309
60 Br 4.831 0.792 3.229
61 Br 2.430 2.194 4.821
62 H 4.873 2.244 5.238
63 C 4.200 5.895 -1.461
64 Br 2.726 6.727 -0.526
65 Br 3.663 4.252 -2.325
66 Br 5.042 7.118 -2.705
67 H 4.943 5.637 -0.718
68 C 6.734 -2.055 8.870
69 Br 7.596 -1.940 10.599
70 Br 7.411 -3.537 7.828
71 Br 4.808 -2.117 9.034
72 H 6.978 -1.148 8.331
73 C -8.961 -2.475 -1.165
74 Br -10.640 -2.899 -2.033
75 Br -7.499 -2.279 -2.416
76 Br -9.077 -0.915 -0.037
77 H -8.712 -3.312 -0.525
78 C 5.878 -1.357 -0.349
79 Br 4.812 0.255 -0.390
80 Br 7.249 -1.277 1.015
81 Br 4.776 -2.937 -0.168
82 H 6.384 -1.429 -1.303

The calculation puts the LUMO energy at 0.03473 Ha. Its total charge is -1. For the HOMO-LUMO gap, the calculation gives 4.99 eV. For the highest occupied orbital energy, the calculation gives -4.04 eV.

Entry 7:
Formula: C19H34BCl3GeO
Source: the Open Molecules 2025 dataset
Level of theory: ωB97M-V/def2-TZVPD

Positions of all 59 atoms, in Å:
1 Cl -3.866 -0.334 5.240
2 B -3.629 1.517 4.949
3 Cl -4.046 1.942 3.192
4 Cl -4.980 2.436 6.039
5 O -2.349 1.799 5.465
6 C -2.043 2.571 6.561
7 C -0.628 3.092 6.316
8 C -0.368 4.425 5.958
9 C 0.936 4.792 5.594
10 C 1.966 3.849 5.558
11 C 1.685 2.492 5.854
12 C 0.380 2.130 6.163
13 H -2.696 3.468 6.757
14 H -1.148 5.174 6.016
15 H 1.179 5.840 5.380
16 H 2.964 4.119 5.269
17 H 2.478 1.751 5.806
18 H 0.145 1.088 6.342
19 C -6.140 2.207 13.847
20 C -5.635 2.712 12.497
21 C -5.000 1.662 11.563
22 C -4.527 2.387 10.262
23 Ge -3.549 1.298 8.890
24 C -2.124 0.337 9.939
25 C -1.174 1.346 10.559
26 C -0.092 0.636 11.375
27 C 0.881 1.650 11.947
28 C -4.739 -0.317 8.945
29 C -6.264 -0.221 8.667
30 C -6.680 -0.128 7.162
31 C -8.120 0.344 6.991
32 H -2.334 2.294 7.782
33 H -6.538 3.076 14.396
34 H -6.938 1.464 13.787
35 H -5.357 1.769 14.464
36 H -6.443 3.201 11.934
37 H -4.882 3.496 12.640
38 H -4.151 1.167 12.061
39 H -5.702 0.847 11.332
40 H -5.408 2.832 9.767
41 H -3.889 3.243 10.553
42 H -2.577 -0.325 10.683
43 H -1.565 -0.297 9.247
44 H -0.732 1.975 9.770
45 H -1.732 2.042 11.205
46 H -0.589 0.075 12.163
47 H 0.416 -0.107 10.753
48 H 1.654 1.133 12.533
49 H 1.362 2.222 11.159
50 H 0.417 2.359 12.623
51 H -4.296 -1.072 8.294
52 H -4.615 -0.613 10.002
53 H -6.737 -1.116 9.075
54 H -6.621 0.645 9.218
55 H -6.013 0.659 6.724
56 H -6.450 -1.053 6.644
57 H -8.260 0.658 5.932
58 H -8.854 -0.422 7.200
59 H -8.302 1.202 7.613

The calculation puts the LUMO energy at -0.09149 Ha. For the HOMO-LUMO gap, the calculation gives 7.00 eV. For the highest occupied orbital energy, the calculation gives -9.49 eV.

Calculated values (Ha) of DFT total energy for the records, taken in order: -6574.7672, -16719.3441, -4406.3901, -1381.4833, -948.2935, -55299.6295, -4301.9626.